Record 1
C39H112N14O15 | ωB97M-V with the def2-TZVPD basis set

The geometry in XYZ format:
```
180
Properties=species:S:1:pos:R:3:mulliken_charge:R:1
O 2.417 -5.275 4.330 -0.57
O -0.302 -1.589 6.455 -0.38
O -0.571 3.308 3.305 -0.51
O -3.060 4.695 -1.040 -0.81
O -5.242 -0.522 -0.640 -0.79
O 5.000 2.014 -0.766 -0.54
O -0.094 -1.017 1.142 0.43
O -5.267 -1.584 -5.645 -0.37
O -0.018 4.293 -5.102 -0.50
O 2.388 2.910 -1.101 -0.50
O -3.938 -0.264 3.552 -0.26
O -0.393 -3.811 -2.766 -0.67
O 5.902 -1.579 2.650 -0.46
O 3.365 -0.101 -4.457 -0.25
O 2.817 -5.610 1.393 -0.56
N -1.163 4.870 0.161 -0.03
N 4.435 -3.017 5.729 -0.34
N -1.299 -4.150 -4.693 -0.33
N -6.518 -0.053 6.104 -0.77
N 2.130 -3.579 8.387 -0.75
N -3.442 3.296 -3.796 -0.26
N 2.022 4.168 4.575 -0.85
N 1.749 -0.139 -7.985 -0.69
N -0.740 -5.822 -3.541 -0.45
N -2.393 -1.452 -4.881 -0.27
N -1.818 6.565 -1.038 -0.38
N -5.794 1.462 -1.517 -0.31
N -4.050 0.479 -2.165 0.35
N -1.143 -0.790 -2.396 0.19
C -6.058 -0.587 -5.021 -0.40
C 1.221 -1.566 9.233 -1.44
C 4.883 -2.011 3.538 -0.28
C 0.985 -2.691 8.211 0.24
C 1.315 4.268 -4.623 -0.41
C -0.705 0.976 -0.784 0.12
C 3.019 2.077 -2.073 0.29
C -0.832 -4.549 -3.574 0.60
C 1.579 -5.171 1.993 -0.81
C -3.026 -0.366 -5.666 1.34
C 5.528 -2.731 4.767 0.09
C -1.675 2.605 2.803 0.96
C -2.080 5.349 -0.653 0.69
C 4.066 1.224 -1.458 -0.02
C -4.122 0.228 6.382 -1.18
C 6.264 -4.032 4.404 -1.37
C -0.317 -0.406 -1.221 1.68
C 3.179 3.647 2.457 -1.02
C -0.987 3.653 -4.178 0.14
C 2.513 0.352 -5.577 -0.37
C -5.102 -0.785 4.224 -0.91
C -2.437 3.969 -4.592 0.01
C 3.776 -1.257 -7.277 -1.54
C -5.029 0.433 -1.387 0.67
C 1.717 -4.457 3.369 1.11
C -4.220 -0.968 -6.503 -1.06
C -1.919 0.299 -6.542 -1.67
C 2.989 -1.338 -3.777 -0.72
C -2.710 5.497 -4.489 -1.40
C 1.358 -1.142 1.286 -0.68
C 2.429 -0.668 -6.814 0.73
C -3.319 -1.071 2.636 -0.49
C -0.636 -1.405 -0.111 -1.94
C -0.265 -0.902 5.264 0.11
C 5.488 -0.726 1.565 -0.63
C 0.933 -2.153 6.744 -0.22
C -5.317 0.187 5.427 0.63
C 0.742 2.866 2.821 0.57
C 1.861 3.927 3.120 0.51
H 1.936 -0.406 0.726 0.01
H -4.461 0.871 7.194 0.43
H -0.181 -2.372 -0.327 0.48
H -5.970 -0.743 3.566 0.35
H -3.389 -0.275 -2.045 -0.25
H -6.495 1.633 -0.811 0.25
H 1.514 4.862 -3.732 0.33
H 5.746 2.246 -1.324 0.35
H 1.077 -4.605 1.209 0.28
H -0.806 -0.284 -3.202 -0.08
H 3.885 -1.647 -3.239 0.34
H -1.068 0.609 -5.935 0.09
H -0.856 2.571 -4.193 -0.22
H 1.939 4.724 -5.391 0.38
H 0.515 -0.147 5.160 0.51
H -6.755 0.746 6.675 0.27
H -0.741 3.890 -3.143 0.29
H 3.542 -1.805 -8.189 0.45
H 3.484 2.535 -2.946 0.35
H 6.264 -0.468 0.844 0.34
H 3.776 -3.576 5.206 -0.05
H 1.547 0.646 -5.166 0.00
H -1.596 1.533 2.983 -0.06
H 1.715 -2.069 0.837 0.37
H 1.046 -2.944 6.002 -0.12
H 2.052 -4.448 7.878 0.31
H -4.631 -0.262 -7.225 0.47
H 1.772 -1.496 6.513 0.34
H 2.330 0.130 -8.766 0.29
H -2.151 -1.169 -3.942 0.63
H 1.721 3.265 -4.485 -0.06
H 2.387 -3.608 3.230 -0.67
H 0.627 2.635 1.762 -0.44
H -2.159 1.112 -7.227 0.47
H -0.425 5.490 0.464 0.06
H 5.282 0.238 2.030 0.34
H -0.996 7.098 -0.790 0.15
H -2.533 6.972 -1.624 0.28
H 2.192 -1.074 9.170 0.31
H -4.351 3.684 -4.002 0.32
H 4.446 -1.115 3.979 0.42
H 4.499 0.721 -2.322 0.59
H -7.033 -0.855 -4.614 0.31
H -5.422 -0.194 -4.228 0.02
H 1.490 -1.225 2.364 0.22
H -5.451 2.116 -2.206 0.16
H 5.677 -4.850 3.985 0.22
H -5.452 1.182 5.004 0.18
H -2.384 -1.439 3.059 0.14
H 6.239 -1.972 5.093 0.36
H -0.410 -6.195 -2.663 0.27
H -1.372 -3.144 -4.756 0.16
H -3.423 3.725 -2.882 0.17
H -1.059 -6.470 -4.247 0.14
H 0.710 -0.463 -1.582 -1.17
H 1.191 4.480 5.057 0.28
H -2.459 5.798 -3.471 0.06
H 2.206 1.451 -2.441 -0.35
H -3.881 -0.777 6.727 0.32
H 4.384 -0.439 -7.663 0.39
H 2.927 3.658 1.397 -0.08
H 2.936 -3.183 7.926 0.27
H -0.536 1.666 -1.611 -0.12
H 4.387 -1.816 -6.567 0.31
H -1.304 3.954 0.563 -0.22
H 4.236 -2.675 2.965 0.08
H 7.124 -3.818 3.768 0.38
H 0.017 1.324 -0.045 -0.39
H -0.858 -1.749 -2.534 -0.12
H -1.691 1.151 -0.353 0.20
H 1.260 -1.943 10.255 0.40
H 3.092 -6.435 1.800 0.33
H -2.654 3.738 -5.635 0.33
H -3.165 -0.535 1.699 -0.10
H 0.436 -0.810 9.218 0.34
H 2.669 -2.177 -4.395 0.47
H -3.668 5.912 -4.802 0.43
H -5.035 -1.819 4.563 0.44
H 1.581 4.921 2.770 0.28
H -7.285 -0.101 5.449 0.26
H -1.753 -4.763 -5.354 0.19
H -3.772 1.357 -2.581 -0.15
H 4.662 -1.106 0.963 0.17
H -1.723 -1.436 -0.026 0.17
H 3.088 3.475 -0.767 0.26
H 3.503 2.617 2.606 0.21
H -3.427 0.488 -5.119 -0.46
H 1.024 -6.108 2.046 0.47
H -1.645 2.848 1.741 -0.83
H 2.208 -6.204 4.208 0.32
H -3.286 0.672 5.840 0.07
H -2.655 2.793 3.240 0.30
H -1.884 5.942 -5.044 0.44
H 4.731 -3.579 6.515 0.32
H -3.121 -2.148 -4.816 0.61
H 1.059 1.892 3.192 0.08
H -3.786 -1.815 -7.035 0.35
H -1.262 -0.527 5.033 -0.28
H -3.923 -1.965 2.483 0.58
H 3.568 0.503 -0.811 -0.43
H -6.226 0.268 -5.676 0.31
H 2.950 1.297 -5.901 0.34
H -0.229 -1.660 4.482 -0.05
H -1.476 -0.439 -7.211 0.42
H 2.122 -1.312 -3.116 0.08
H 0.079 -3.273 8.383 0.41
H 1.792 -1.509 -6.539 0.06
H 3.913 4.392 2.764 0.44
H 6.820 -4.429 5.253 0.43
H 1.465 0.813 -7.805 0.21
H 0.811 -4.078 3.842 0.07
H 2.547 5.026 4.662 0.27
```

Calculated values
- E (eV) = -93826.2706
- F_max (eV/A) = 7.0
- spin multiplicity = 1
- frontier orbital gap (eV) = 9.0
- HOMO level (eV) = -8.74
- ΔE to the lowest compared entry with this formula, charge and spin (kJ/mol) = 75.5

=====

Record 2
C4H10O2 | ωB97M-V with the def2-TZVPD basis set

The geometry in XYZ format:
```
16
Properties=species:S:1:pos:R:3:mulliken_charge:R:1
O -0.257 -0.726 -1.118 -0.46
O -0.845 -2.954 -0.844 -0.53
C -0.943 0.911 -0.247 -0.57
C 0.105 1.155 0.799 -0.22
C -0.493 -1.786 -0.187 -0.22
C 1.557 1.390 0.376 -1.05
H -1.041 -0.714 -1.691 0.40
H 1.973 0.494 -0.099 0.25
H 0.437 -1.874 0.386 0.26
H 2.196 1.650 1.229 0.34
H -0.073 -3.282 -1.324 0.34
H -1.328 -1.505 0.459 0.33
H 1.616 2.205 -0.354 0.31
H -0.301 2.074 1.260 0.37
H 0.051 0.404 1.602 0.28
H -0.622 1.511 -1.126 0.17
```

Calculated values
- E (eV) = -8401.0359
- F_max (eV/A) = 0.4
- spin multiplicity = 1
- frontier orbital gap (eV) = 8.5
- HOMO level (eV) = -7.87
- ΔE to the lowest compared entry with this formula, charge and spin (kJ/mol) = 435.3

=====

> The highest HOMO level belongs to which entry?

C4H10O2

=====

> Among the records above, which one has the highest E?

C4H10O2